[1]
Computed, not measured: a structure of composition C58H60MgNO6, with ωB97M-V/def2-TZVPD.

```
! wB97M-V def2-TZVPD RIJCOSX def2/J DEFGRID3
* xyz -1 1
Mg 0.71324 0.59909 0.67230
C 2.10097 4.75674 0.14377
C 2.34145 3.98608 1.41944
C 1.37249 4.05682 2.42593
C 0.19434 4.98857 2.29846
C 1.46979 3.22000 3.53716
C 0.30482 3.06301 4.48453
C 2.64283 2.49312 3.75767
C 2.75680 1.64114 4.99899
C 3.67903 2.53191 2.81871
C 4.99323 1.87217 3.16662
C 3.48057 3.18877 1.59529
C 4.47140 3.01718 0.46548
H 2.15237 5.83650 0.31422
H 1.10793 4.53153 -0.25340
H 2.82453 4.52259 -0.63149
H -0.66614 4.48018 1.85745
H 0.42870 5.84643 1.67063
H -0.10558 5.37182 3.27465
H 0.21573 2.02885 4.81796
H -0.63560 3.32650 4.00295
H 0.40340 3.68438 5.38185
H 2.30020 2.12674 5.86255
H 3.78921 1.41854 5.25574
H 2.24723 0.68153 4.85910
H 4.89006 0.79825 3.33179
H 5.38755 2.29640 4.09382
H 5.75193 2.02532 2.40495
H 5.04464 2.09967 0.57130
H 5.17780 3.85048 0.39124
H 3.95772 2.93122 -0.49053
C -1.36174 -4.27554 -2.22410
C -1.02495 -3.17211 -1.24909
C -2.17280 -2.84297 -0.30220
O -0.63073 -2.03134 -1.99075
C 0.22504 -1.29721 -1.11832
C 1.00885 -2.41505 -0.39708
O 0.12081 -3.54156 -0.50626
C 1.53255 -2.14495 1.09848
O 1.06100 -0.97699 1.65063
C 1.16372 -3.31980 2.04887
C 0.75938 -2.99368 3.34050
C 0.47166 -3.97631 4.28046
C 0.57880 -5.31758 3.94887
C 0.97400 -5.65973 2.66275
C 1.26042 -4.67549 1.72794
C 3.08660 -2.13328 0.97367
C 3.78125 -3.20618 0.41135
C 5.15261 -3.16894 0.21975
C 5.87114 -2.03804 0.58383
C 5.19680 -0.96977 1.15333
C 3.82097 -1.02095 1.35599
C 1.11963 -0.23959 -1.83232
O 1.89251 0.32615 -0.82983
C 1.99978 -0.93146 -2.88223
C 3.35371 -1.09761 -2.61063
C 4.18006 -1.74784 -3.51858
C 3.66322 -2.23597 -4.71042
C 2.31206 -2.06891 -4.98922
C 1.48697 -1.42032 -4.08116
C 0.27528 0.86373 -2.51090
C 0.88180 2.11302 -2.65180
C 0.20541 3.17719 -3.22409
C -1.10461 3.01943 -3.66301
C -1.72082 1.78812 -3.52175
C -1.03700 0.71549 -2.95277
H -2.26850 -4.03025 -2.78052
H -1.52449 -5.20779 -1.68185
H -0.53220 -4.40128 -2.91948
H -3.04573 -2.49720 -0.86214
H -1.87388 -2.07101 0.40950
H -2.44480 -3.73296 0.26758
H -0.43710 -0.78554 -0.40499
H 1.87390 -2.64280 -1.01562
H 0.66589 -1.94551 3.58360
H 0.15988 -3.68745 5.27803
H 0.35156 -6.08739 4.67732
H 1.05132 -6.70300 2.37727
H 1.52973 -4.98339 0.72893
H 3.24184 -4.08678 0.08621
H 5.65533 -4.01690 -0.23083
H 6.94141 -1.98696 0.42242
H 5.74939 -0.08008 1.42871
H 3.30067 -0.17785 1.79097
H 3.73337 -0.71580 -1.66996
H 5.23087 -1.87826 -3.28569
H 4.30709 -2.74292 -5.41992
H 1.89845 -2.44407 -5.91859
H 0.43514 -1.29299 -4.30470
H 1.88780 2.23132 -2.27064
H 0.69579 4.14052 -3.31524
H -1.64328 3.85453 -4.09591
H -2.74779 1.65677 -3.84497
H -1.53794 -0.23668 -2.84206
C -7.06942 -1.94463 -2.84407
C -6.61081 -1.55233 -1.46519
C -7.28306 -2.03212 -0.34809
C -6.85922 -1.70455 0.93144
C -5.77469 -0.86310 1.09608
C -5.09450 -0.36546 -0.01314
N -3.96770 0.45843 0.20754
C -3.83786 1.75975 -0.19950
C -4.90484 2.44397 -0.80713
C -4.75538 3.74797 -1.23640
C -3.54742 4.42203 -1.08228
C -2.49537 3.75824 -0.48014
C -2.61748 2.44922 -0.02194
C -1.43093 1.78275 0.57111
O -0.30511 2.37375 0.57828
O -1.49741 0.59526 1.00634
C -5.48962 -0.72563 -1.30598
C -4.70152 -0.29325 -2.51073
H -7.89273 -2.65645 -2.79010
H -6.26371 -2.40303 -3.42128
H -7.40895 -1.07563 -3.41378
H -8.14062 -2.68113 -0.48537
H -7.37959 -2.09607 1.79695
H -5.43411 -0.57209 2.08233
H -3.17392 0.09257 0.72150
H -5.85097 1.93319 -0.93420
H -5.59871 4.24564 -1.70227
H -3.42958 5.43851 -1.43500
H -1.53035 4.23527 -0.37011
H -3.87715 0.36277 -2.24593
H -5.32916 0.22847 -3.23797
H -4.27787 -1.16610 -3.01747
*
```

Output
F_max   0.6 eV/Å
Gap between HOMO and LUMO   0.294 hartree
E_LUMO   2.4 eV
ΔE to the lowest compared entry with this formula, charge and spin   0.0 kcal per mole

[2]
Computed, not measured: a cluster of 6 separate species, C58H61BBrN7O17P in total, with ωB97M-V/def2-TZVPD.

```
! wB97M-V def2-TZVPD RIJCOSX def2/J DEFGRID3
* xyz -1 1
C -3.80909 -3.86378 -0.98500
C -2.22358 -3.61560 -1.33979
C -1.91477 -3.94547 -2.91029
C -2.14894 -2.61398 -3.78880
C -0.83958 -1.94994 -4.44658
P 0.90396 -2.49449 -3.95705
O 1.09887 -4.08358 -4.66463
Br 2.49411 -1.22763 -5.05594
O -0.93170 -1.56858 -5.87092
B -1.81603 -0.37655 -5.96046
O -3.17472 -0.84728 -6.27105
C -3.31864 -1.35232 -7.61102
C -3.08445 -2.95701 -7.76366
O -2.06382 -3.15636 -8.78016
C -0.95803 -3.97150 -8.31593
C 0.46850 -3.33580 -8.81644
C -1.22970 0.86136 -6.85443
C -2.07269 2.15028 -7.25199
C -1.57975 3.33165 -8.14336
N -0.25431 3.31768 -8.69996
C 0.55485 2.18472 -8.35635
C 0.24544 0.91880 -7.49018
O -1.96258 0.20352 -4.58484
C -0.87771 -0.40686 -3.84922
C -0.69656 -0.17445 -2.26947
C -1.86966 0.60989 -1.52069
C -3.40476 0.56011 -1.82445
C -4.49794 1.37802 -0.99795
C -4.01537 2.28334 0.19253
C -2.48283 2.35294 0.54525
C -1.42718 1.52706 -0.28055
H -4.41546 -2.87664 -1.06472
H -3.97133 -4.25814 0.08276
H -4.31345 -4.60452 -1.71204
H -1.60145 -4.25646 -0.61673
H -2.02853 -2.51004 -1.08204
H -0.92088 -4.49092 -3.08085
H -2.75191 -4.69866 -3.22191
H -2.71790 -1.85730 -3.13858
H -2.86384 -2.88444 -4.66474
H 1.47168 -4.68243 -3.97514
H -4.42952 -1.15601 -7.92161
H -2.67656 -0.85174 -8.41901
H -2.89723 -3.49544 -6.76786
H -4.07060 -3.40615 -8.20651
H -1.02893 -4.99680 -8.86755
H -0.86468 -4.07022 -7.17675
H 0.41948 -2.93120 -9.89433
H 1.31997 -4.11441 -8.76513
H 0.78865 -2.46246 -8.11850
H -3.16131 2.19897 -6.85290
H -2.32795 4.18413 -8.36836
H 1.61568 2.18207 -8.84185
H 0.99912 0.05821 -7.31269
H 0.05018 0.15490 -4.28645
H -0.45620 -1.21177 -1.78934
H 0.27603 0.45053 -2.11174
H -3.79561 -0.07695 -2.69259
H -5.60324 1.28923 -1.33333
H -4.79327 2.90308 0.77018
H -2.07004 3.00920 1.40946
H -0.31284 1.57579 0.00985
C 7.36842 2.67235 -2.34510
C 6.68790 2.08518 -1.28124
C 5.56666 1.29567 -1.52143
C 5.13728 1.09688 -2.83509
C 5.81147 1.68947 -3.90392
C 6.92990 2.47934 -3.65295
N 3.97416 0.24801 -3.09494
O 3.39007 -0.24589 -2.12558
O 3.64020 0.06519 -4.27869
H 8.24673 3.28354 -2.15384
H 7.03420 2.24095 -0.26404
H 5.04592 0.84413 -0.68310
H 5.48264 1.54521 -4.92836
H 7.46312 2.94238 -4.47764
C -9.93550 1.68806 3.25497
C -9.79187 2.56479 2.18211
C -8.55091 3.13149 1.90624
C -7.45705 2.80879 2.71060
C -7.59711 1.93727 3.79072
C -8.84259 1.37765 4.06072
N -6.14304 3.38256 2.40962
O -6.06098 4.16072 1.46173
O -5.19907 3.05093 3.11703
H -10.90473 1.24331 3.46377
H -10.64796 2.80399 1.55854
H -8.45297 3.81291 1.06725
H -6.75370 1.68433 4.42418
H -8.96160 0.69720 4.89533
C 5.61786 -3.07495 -1.49701
C 6.50608 -4.07960 -1.12077
C 6.49190 -4.57128 0.18128
C 5.57859 -4.05149 1.09962
C 4.69156 -3.03952 0.72993
C 4.71543 -2.55226 -0.57422
N 5.54284 -4.58363 2.46472
O 6.35055 -5.45977 2.75838
O 4.70570 -4.12642 3.23479
H 5.62826 -2.69763 -2.51624
H 7.20825 -4.48188 -1.84472
H 7.18950 -5.35418 0.46078
H 3.98093 -2.62548 1.43818
H 4.02792 -1.76697 -0.87409
C -3.57040 2.06479 9.03683
C -4.65603 2.36772 9.85516
C -5.95361 2.15478 9.39925
C -6.15278 1.63242 8.12053
C -5.06860 1.33433 7.29374
C -3.77492 1.55356 7.75784
N -7.51621 1.38272 7.64543
O -8.44429 1.67445 8.39177
O -7.65194 0.89217 6.52905
H -2.55859 2.22726 9.39860
H -4.48985 2.76754 10.85090
H -6.79027 2.39517 10.04726
H -5.21321 0.93234 6.29595
H -2.92487 1.32239 7.12430
C -1.47542 -2.78260 12.53397
C -2.59840 -2.66880 11.71846
C -2.49322 -2.06912 10.46672
C -1.25444 -1.58985 10.03910
C -0.12784 -1.69442 10.85513
C -0.24366 -2.29320 12.10643
N -1.13339 -0.98051 8.71192
O -2.14939 -0.88917 8.03099
O -0.02365 -0.60047 8.35671
H -1.56037 -3.25641 13.50813
H -3.55625 -3.05094 12.05793
H -3.37645 -1.98703 9.84131
H 0.83877 -1.32022 10.53311
H 0.62753 -2.38229 12.74800
C 11.90493 6.38303 0.54190
C 10.51960 6.44307 0.66956
C 9.77901 5.27066 0.78966
C 10.43842 4.04083 0.78520
C 11.82532 3.97459 0.64994
C 12.55692 5.15245 0.52762
N 9.66569 2.80498 0.93667
O 8.44626 2.90211 1.03417
O 10.28096 1.74593 0.96128
H 12.48009 7.30071 0.45400
H 10.01691 7.40532 0.67853
H 8.69994 5.33201 0.88852
H 12.34646 3.02257 0.64047
H 13.63689 5.11214 0.42484
*
```

Output
F_max   10.6 eV/Å
Gap between HOMO and LUMO   0.185 hartree
E_LUMO   0.0 eV
ΔE to the lowest compared entry with this formula, charge and spin   304.4 kcal per mole